Entry 1:
ORCA calculation (ωB97M-V/def2-TZVPD) on a structure of composition C2HFKO.

Properties
Net charge: 0
Relative energy (zero: lowest compared OMol25 entry of this formula, charge and spin), kcal per mole: 0.0
<S²>: 0.76
Orbital gap (spin up / spin down), eV: 5.83 / 6.04
M, g/mol: 99.125
E_LUMO (spin up / spin down), eV: -0.66 / -0.90
Spin multiplicity: 2

Structure (XYZ):
```
6
Properties=species:S:1:pos:R:3:forces:R:3
H 0.1619 1.7237 -1.5306 -1.7 0.9 3.6
O -0.0525 1.6753 -0.4307 -0.1 2.7 -4.3
C 0.8271 0.6717 -0.5693 0.8 -4.2 1.3
C 0.5540 -0.5800 -0.1426 0.9 0.7 -1.3
F 1.3465 -1.5883 -0.6459 0.1 -0.1 0.6
K -1.6580 0.2371 1.0164 0.0 0.0 0.0
```
Forces are in eV/Å.

natural (NBO) atomic charge list, values in e, 5 entries: 0.52, -0.77, -0.06, -0.21, -0.39

Entry 2:
ORCA calculation (ωB97M-V/def2-TZVPD) on a structure of composition C2HFLaO2.

Properties
Net charge: +1
Relative energy (zero: lowest compared OMol25 entry of this formula, charge and spin), kcal per mole: 0.0
Orbital gap (spin up / spin down), eV: 4.94 / 4.94
M, g/mol: 214.932
E_LUMO (spin up / spin down), eV: -6.24 / -6.24

Structure (XYZ):
```
7
Properties=species:S:1:pos:R:3:forces:R:3
C -0.2632 -2.0892 -0.9320 -0.9 -1.2 -0.1
C -1.2634 -1.9603 -1.7959 -1.0 0.2 -1.2
O -2.1397 -1.8803 -2.5792 1.4 -0.1 1.3
La 1.3824 0.8232 0.5398 -1.1 -1.8 -0.9
F 0.7704 2.2678 2.0027 0.3 -1.0 -0.9
H -0.2371 -3.0601 -0.4195 0.1 0.5 -0.1
O 0.6716 -1.1517 -0.7047 1.3 3.3 2.0
```
Forces are in eV/Å.

Mulliken atomic charge list, values in e, 5 entries: -0.39, 0.61, -0.33, 2.15, -0.58

Entry 3:
ORCA calculation (ωB97M-V/def2-TZVPD) on an isolated molecule of C2HFN2O.

Properties
Net charge: 0
Relative energy (zero: lowest compared OMol25 entry of this formula, charge and spin), kcal per mole: 42.2
Orbital gap, eV: 10.97
SMILES: Fc1cnno1
M, g/mol: 88.041
E_LUMO, eV: 0.75

Structure (XYZ):
```
7
Properties=species:S:1:pos:R:3:forces:R:3
C -0.7133 -0.2531 -0.0453 -1.2 4.3 -0.5
C 0.2324 0.8171 -0.0960 -4.2 1.5 1.3
H 0.0776 1.9799 -0.0366 0.3 -2.8 -0.2
N 1.3546 0.2019 0.1141 2.3 -3.1 -1.0
N 1.1918 -1.1122 0.0407 3.0 2.1 0.7
O -0.1191 -1.3564 -0.0639 -0.6 -2.0 0.2
F -2.0239 -0.2772 0.0870 0.4 0.1 -0.5
```
Forces are in eV/Å.

natural (NBO) atomic charge list, values in e, 5 entries: 0.67, -0.21, 0.25, -0.22, 0.03

Entry 4:
ORCA calculation (ωB97M-V/def2-TZVPD) on a structure of composition C2HIN2O.

Properties
Net charge: +2
Relative energy (zero: lowest compared OMol25 entry of this formula, charge and spin), kcal per mole: 132.0
Orbital gap (spin up / spin down), eV: 5.07 / 4.98
M, g/mol: 195.947
E_LUMO (spin up / spin down), eV: -16.20 / -16.22

Structure (XYZ):
```
7
Properties=species:S:1:pos:R:3:forces:R:3
C -1.4689 1.0827 -0.3894 -4.0 3.5 -1.3
C -0.1470 -0.5069 0.3286 -4.5 -2.8 2.0
N -1.3947 0.0463 0.2142 2.7 -3.8 1.7
N 0.7829 0.3034 -0.2782 2.3 3.4 -2.2
O 0.3607 1.3339 -0.7918 3.6 -2.4 0.7
I 0.0459 -2.3639 1.2442 0.4 2.0 -1.0
H 1.8211 0.1046 -0.3276 -0.4 0.1 0.1
```
Forces are in eV/Å.

natural (NBO) atomic charge list, values in e, 5 entries: 0.64, 0.17, -0.58, 0.06, 0.10

Entry 5:
ORCA calculation (ωB97M-V/def2-TZVPD) on a structure of composition C2HLiNaO3.

Properties
Net charge: 0
Relative energy (zero: lowest compared OMol25 entry of this formula, charge and spin), kcal per mole: 66.3
<S²>: 0.75
Orbital gap (spin up / spin down), eV: 4.56 / 6.30
M, g/mol: 102.958
E_LUMO (spin up / spin down), eV: -0.74 / -0.87
Spin multiplicity: 2

Structure (XYZ):
```
8
Properties=species:S:1:pos:R:3:forces:R:3
C 1.2969 -1.3838 -0.0570 0.6 0.1 0.1
H 2.3573 -1.6628 -0.2083 -0.3 0.0 0.0
O 1.2047 -0.2078 -0.8884 -0.3 -2.2 -1.1
C 0.0134 0.4129 -0.9179 3.1 3.4 2.9
O -0.0160 1.4148 -1.6794 -0.6 0.2 -1.2
O -0.5678 0.4696 0.2152 -2.0 -0.6 0.4
Na -0.4942 -1.4124 1.4648 0.2 0.1 -0.4
Li 0.4286 2.4768 -0.1095 -0.7 -1.1 -0.7
```
Forces are in eV/Å.

natural (NBO) atomic charge list, values in e, 5 entries: -0.54, 0.09, -0.57, 0.94, -0.85

Entry 6:
ORCA calculation (ωB97M-V/def2-TZVPD) on a structure of composition C2HMnO2.

Properties
Net charge: 0
Relative energy (zero: lowest compared OMol25 entry of this formula, charge and spin), kcal per mole: 0.0
<S²>: 12.00
Orbital gap (spin up / spin down), eV: 7.56 / 7.65
M, g/mol: 111.966
E_LUMO (spin up / spin down), eV: 0.17 / -0.34
Spin multiplicity: 7

Structure (XYZ):
```
6
Properties=species:S:1:pos:R:3:forces:R:3
O -1.9182 0.4663 1.1960 0.8 -0.6 -0.9
C -1.0905 0.1091 0.4330 -0.4 1.0 1.1
C -0.1174 -0.0420 -0.4651 -2.3 -0.6 -0.7
O 1.1077 -0.4962 -0.1960 -0.3 -0.5 -0.5
H -0.6311 -0.2077 -1.4473 1.0 0.2 0.4
Mn 2.6495 0.1705 0.4795 1.3 0.4 0.5
```
Forces are in eV/Å.

natural (NBO) atomic charge list, values in e, 5 entries: -0.47, 0.61, -0.18, -1.01, 0.20

Entry 7:
ORCA calculation (ωB97M-V/def2-TZVPD) on a cluster of 2 separate species, C2HN2O2 in total.

Properties
Net charge: -1
Relative energy (zero: lowest compared OMol25 entry of this formula, charge and spin), kcal per mole: 65.9
Orbital gap, eV: 7.15
M, g/mol: 85.042
E_LUMO, eV: 4.13

Structure (XYZ):
```
7
Properties=species:S:1:pos:R:3:forces:R:3
C -1.1184 0.8032 -1.3452 2.1 -0.7 1.6
C 1.1574 -0.1295 0.7930 -1.0 0.7 -0.7
N -2.1784 1.0646 -1.6463 -1.7 0.5 -0.9
N 0.4783 -1.0940 0.9760 0.9 -0.7 1.0
O 1.3949 0.9786 0.3509 0.7 0.6 -0.2
O 0.4440 -2.1818 1.6927 -0.6 -0.7 0.0
H -0.1778 0.5590 -0.8212 -0.5 0.4 -0.7
```
Forces are in eV/Å.

natural (NBO) atomic charge list, values in e, 5 entries: 0.10, 0.58, -0.40, -0.16, -0.71

Entry 8:
ORCA calculation (ωB97M-V/def2-TZVPD) on the ion C2HN2O2 with charge +1.

Properties
Net charge: +1
Relative energy (zero: lowest compared OMol25 entry of this formula, charge and spin), kcal per mole: 1.1
<S²>: 2.02
Orbital gap (spin up / spin down), eV: 7.84 / 8.68
M, g/mol: 85.042
E_LUMO (spin up / spin down), eV: -6.94 / -10.01
Spin multiplicity: 3

Structure (XYZ):
```
7
Properties=species:S:1:pos:R:3:forces:R:3
C -1.2926 -0.0408 -0.1149 5.4 3.3 1.3
C 1.2961 0.4031 -0.0525 -2.4 1.9 -0.8
N 0.0256 0.6999 0.2999 -1.4 0.4 0.2
N 0.5183 -0.8651 0.4158 -1.6 -2.1 0.9
O 2.3968 0.6688 -0.1309 1.1 -0.3 -0.3
O -0.7257 -1.1999 -0.1426 1.6 -4.2 -0.5
H -2.2184 0.3339 -0.2748 -2.7 1.0 -0.7
```
Forces are in eV/Å.

natural (NBO) atomic charge list, values in e, 5 entries: 0.42, 0.78, -0.22, 0.26, -0.25

Entry 9:
ORCA calculation (ωB97M-V/def2-TZVPD) on a cluster of 2 separate species, C2HN2PS in total.

Properties
Net charge: 0
Relative energy (zero: lowest compared OMol25 entry of this formula, charge and spin), kcal per mole: 24.6
Orbital gap, eV: 7.76
SMILES: N#CP=S.C#N
M, g/mol: 116.085
E_LUMO, eV: -1.71

Structure (XYZ):
```
7
Properties=species:S:1:pos:R:3:forces:R:3
C 1.8376 -0.7904 -0.1259 1.4 -1.6 1.9
C -1.0964 1.5182 0.0046 -0.1 -1.2 -0.5
N 1.0924 -0.4702 -0.8919 -2.2 1.9 -2.9
N -0.6304 2.4449 0.4861 0.3 1.0 0.4
P -1.5238 -0.0807 -0.7848 -0.4 0.1 0.2
S -1.9151 -1.1915 0.7233 -0.1 0.0 -0.1
H 2.2357 -1.4303 0.5886 1.1 -0.3 1.0
```
Forces are in eV/Å.

natural (NBO) atomic charge list, values in e, 5 entries: 0.15, -0.13, -0.35, -0.27, 0.71

Entry 10:
ORCA calculation (ωB97M-V/def2-TZVPD) on a structure of composition C2HN3.

Properties
Net charge: 0
Relative energy (zero: lowest compared OMol25 entry of this formula, charge and spin), kcal per mole: 73.5
Orbital gap, eV: 8.96
M, g/mol: 67.051
E_LUMO, eV: -1.65

Structure (XYZ):
```
6
Properties=species:S:1:pos:R:3:forces:R:3
C -2.3159 -1.1391 0.2448 -1.4 -0.2 -1.4
C -1.0330 -0.4220 -0.9754 3.4 1.4 2.6
N -2.1019 -0.9984 -1.0950 -2.6 -1.4 -0.8
N -1.8495 -0.8952 1.2602 -1.8 -1.1 3.4
N -0.2358 -0.1597 -0.0804 3.0 1.5 -3.8
H 0.5296 0.5019 0.0416 -0.6 -0.2 -0.1
```
Forces are in eV/Å.

natural (NBO) atomic charge list, values in e, 5 entries: 0.38, 0.69, -0.57, -0.34, -0.60

Entry 11:
ORCA calculation (ωB97M-V/def2-TZVPD) on an isolated molecule of C2HN3O2.

Properties
Net charge: 0
Relative energy (zero: lowest compared OMol25 entry of this formula, charge and spin), kcal per mole: 92.9
Orbital gap, eV: 8.98
SMILES: O=c1nnnco1
M, g/mol: 99.049
E_LUMO, eV: -1.92

Structure (XYZ):
```
8
Properties=species:S:1:pos:R:3:forces:R:3
C -1.2137 -0.2763 0.1206 -1.5 1.9 -2.3
C 0.8925 0.8458 0.0687 -0.9 -3.3 -1.4
H 1.3157 1.7863 -0.0382 1.4 1.5 0.3
N -0.5286 -1.4207 0.1382 3.5 -2.0 -0.1
N 0.7975 -1.4226 -0.0853 -3.4 -0.2 0.9
N 1.4934 -0.3033 -0.0907 1.7 1.2 0.4
O -2.3741 -0.0975 -0.1359 1.2 -0.4 1.2
O -0.3827 0.8882 0.0226 -2.0 1.3 1.1
```
Forces are in eV/Å.

natural (NBO) atomic charge list, values in e, 5 entries: 0.79, 0.48, 0.20, -0.29, 0.10

Entry 12:
ORCA calculation (ωB97M-V/def2-TZVPD) on a cluster of 2 separate species, C2HN3O2 in total.

Properties
Net charge: 0
Relative energy (zero: lowest compared OMol25 entry of this formula, charge and spin), kcal per mole: 92.2
Orbital gap, eV: 9.69
M, g/mol: 99.049
E_LUMO, eV: -0.92

Structure (XYZ):
```
8
Properties=species:S:1:pos:R:3:forces:R:3
C -0.2801 -1.9025 -0.2859 2.2 2.6 0.6
C -1.9894 0.3629 -0.0522 -1.2 0.7 -0.2
N 0.4818 -0.9851 -0.0704 -3.3 -2.8 -1.6
N 1.5977 -0.3604 0.2108 2.9 0.8 1.4
N 1.7011 0.8383 -0.0519 0.0 0.7 0.3
O -1.9862 0.2302 1.0822 0.6 -0.5 2.1
O -2.1625 0.5863 -1.1612 0.3 0.1 -1.8
H 2.6375 1.2303 0.3287 -1.5 -1.4 -0.8
```
Forces are in eV/Å.

natural (NBO) atomic charge list, values in e, 5 entries: 0.36, 1.02, -0.44, 0.02, -0.28